(1)
Entry from the OMol25 dataset: a cluster of 7 separate species, C28H42O14 in total in a non-equilibrium geometry (ωB97M-V/def2-TZVPD).

orbital gap	9.93	eV
ΔE to the lowest compared entry with this formula, charge and spin	0.000	eV
LUMO level	0.2	eV
SMILES	O=C1CCCO1.O=C1CCCO1.O=C1CCCO1.O=C1CCCO1.O=C1CCCO1.O=C1CCCO1.O=C1CCCO1

Last columns: bonded neighbours and bond lengths (Å).
Cartesian coordinates (Å):
1 O -1.291 -3.116 -0.969  C2 1.194
2 C -0.477 -3.754 -1.566  O1 1.194, C3 1.511, O6 1.350
3 C -0.599 -4.322 -2.961  C2 1.511, C4 1.534, H7 1.089, H8 1.090
4 C 0.838 -4.708 -3.333  C3 1.534, C5 1.543, H9 1.085, H10 1.087
5 C 1.498 -4.865 -1.948  C4 1.543, O6 1.433, H11 1.090, H12 1.088
6 O 0.727 -4.068 -1.041  C2 1.350, C5 1.433
7 H -1.328 -5.131 -2.968  C3 1.089
8 H -0.983 -3.550 -3.628  C3 1.090
9 H 0.873 -5.635 -3.897  C4 1.085
10 H 1.332 -3.882 -3.838  C4 1.087
11 H 1.508 -5.900 -1.602  C5 1.090
12 H 2.523 -4.501 -1.948  C5 1.088
13 O 1.852 2.571 -3.270  C14 1.196
14 C 1.393 3.180 -2.348  O13 1.196, C15 1.510, O18 1.353
15 C 0.699 4.521 -2.361  C14 1.510, C16 1.511, H19 1.097, H20 1.086
16 C -0.026 4.605 -1.038  C15 1.511, C17 1.564, H21 1.085, H22 1.091
17 C 0.652 3.490 -0.174  C16 1.564, O18 1.434, H23 1.087, H24 1.082
18 O 1.487 2.744 -1.071  C14 1.353, C17 1.434
19 H 1.523 5.240 -2.444  C15 1.097
20 H 0.090 4.657 -3.250  C15 1.086
21 H 0.038 5.582 -0.570  C16 1.085
22 H -1.075 4.330 -1.152  C16 1.091
23 H 1.287 3.972 0.564  C17 1.087
24 H -0.079 2.825 0.265  C17 1.082
25 O 6.733 -2.241 3.322  C26 1.193
26 C 6.295 -1.989 2.242  O25 1.193, C27 1.516, O30 1.354
27 C 7.067 -1.659 0.980  C26 1.516, C28 1.522, H31 1.090, H32 1.089
28 C 5.995 -1.264 -0.026  C27 1.522, C29 1.534, H33 1.091, H34 1.087
29 C 4.703 -1.830 0.579  C28 1.534, O30 1.432, H35 1.090, H36 1.092
30 O 4.967 -1.990 1.977  C26 1.354, C29 1.432
31 H 7.770 -0.868 1.243  C27 1.090
32 H 7.674 -2.496 0.637  C27 1.089
33 H 5.878 -0.179 -0.065  C28 1.091
34 H 6.200 -1.579 -1.046  C28 1.087
35 H 3.886 -1.125 0.429  C29 1.090
36 H 4.363 -2.802 0.215  C29 1.092
37 O -1.654 3.195 -4.246  C38 1.195
38 C -1.553 2.060 -3.887  O37 1.195, C39 1.511, O42 1.358
39 C -0.713 0.940 -4.455  C38 1.511, C40 1.519, H43 1.096, H44 1.087
40 C -0.753 -0.151 -3.399  C39 1.519, C41 1.538, H45 1.089, H46 1.088
41 C -1.983 0.217 -2.553  C40 1.538, O42 1.428, H47 1.088, H48 1.086
42 O -2.326 1.563 -2.887  C38 1.358, C41 1.428
43 H -1.198 0.692 -5.406  C39 1.096
44 H 0.292 1.248 -4.730  C39 1.087
45 H -0.877 -1.132 -3.857  C40 1.089
46 H 0.166 -0.127 -2.818  C40 1.088
47 H -2.838 -0.434 -2.725  C41 1.088
48 H -1.736 0.194 -1.496  C41 1.086
49 O 1.923 2.975 3.640  C50 1.192
50 C 0.800 3.289 3.892  O49 1.192, C51 1.511, O54 1.360
51 C 0.196 3.704 5.213  C50 1.511, C52 1.529, H55 1.088, H56 1.090
52 C -1.290 3.911 4.924  C51 1.529, C53 1.545, H57 1.089, H58 1.090
53 C -1.470 3.449 3.460  C52 1.545, O54 1.421, H59 1.089, H60 1.087
54 O -0.163 3.272 2.931  C50 1.360, C53 1.421
55 H 0.390 2.962 5.984  C51 1.088
56 H 0.681 4.626 5.533  C51 1.090
57 H -1.950 3.377 5.606  C52 1.089
58 H -1.565 4.959 5.050  C52 1.090
59 H -2.004 2.502 3.401  C53 1.089
60 H -2.000 4.210 2.893  C53 1.087
61 O -2.180 -0.976 2.676  C62 1.200
62 C -1.158 -0.825 2.066  O61 1.200, C63 1.520, O66 1.340
63 C -0.798 0.318 1.129  C62 1.520, C64 1.528, H67 1.089, H68 1.091
64 C 0.337 -0.285 0.304  C63 1.528, C65 1.524, H69 1.086, H70 1.092
65 C 0.948 -1.285 1.279  C64 1.524, O66 1.446, H71 1.087, H72 1.092
66 O -0.128 -1.676 2.162  C62 1.340, C65 1.446
67 H -1.669 0.609 0.543  C63 1.089
68 H -0.502 1.190 1.713  C63 1.091
69 H -0.030 -0.738 -0.613  C64 1.086
70 H 1.058 0.492 0.041  C64 1.092
71 H 1.345 -2.182 0.811  C65 1.087
72 H 1.723 -0.826 1.896  C65 1.092
73 O -5.854 -4.114 0.650  C74 1.193
74 C -5.515 -3.007 0.942  O73 1.193, C75 1.514, O78 1.351
75 C -4.460 -2.151 0.276  C74 1.514, C76 1.536, H79 1.091, H80 1.086
76 C -4.877 -0.725 0.666  C75 1.536, C77 1.533, H81 1.087, H82 1.090
77 C -5.599 -0.965 1.998  C76 1.533, O78 1.434, H83 1.090, H84 1.088
78 O -6.120 -2.299 1.921  C74 1.351, C77 1.434
79 H -3.485 -2.426 0.683  C75 1.091
80 H -4.466 -2.325 -0.796  C75 1.086
81 H -4.008 -0.079 0.762  C76 1.087
82 H -5.562 -0.332 -0.085  C76 1.090
83 H -4.903 -0.833 2.827  C77 1.090
84 H -6.466 -0.324 2.144  C77 1.088

(2)
Entry from the OMol25 dataset: a cluster of 7 separate species, C28H42O21 in total in a non-equilibrium geometry (ωB97M-V/def2-TZVPD).

orbital gap	10.35	eV
ΔE to the lowest compared entry with this formula, charge and spin	6.071	eV
LUMO level	-0.1	eV
SMILES	C[C@H]1COC(=O)O1.C[C@H]1COC(=O)O1.C[C@H]1COC(=O)O1.C[C@H]1COC(=O)O1.C[C@H]1COC(=O)O1.C[C@H]1COC(=O)O1.C[C@H]1COC(=O)O1

Last columns: bonded neighbours and bond lengths (Å).
Cartesian coordinates (Å):
1 C -2.792 0.637 -6.928  C2 1.565, H8 1.090, H9 1.090, H10 1.090
2 C -3.924 1.289 -7.790  C1 1.565, C3 1.484, O7 1.400, H11 1.090
3 C -3.494 2.097 -8.958  C2 1.484, O4 1.415, H12 1.090, H13 1.090
4 O -4.501 1.747 -9.888  C3 1.415, C5 1.364
5 C -5.138 0.627 -9.440  O4 1.364, O6 1.251, O7 1.346
6 O -5.750 -0.135 -10.222  C5 1.251
7 O -4.878 0.330 -8.154  C2 1.400, C5 1.346
8 H -2.407 -0.265 -7.403  C1 1.090
9 H -3.031 0.512 -5.872  C1 1.090
10 H -1.883 1.231 -7.025  C1 1.090
11 H -4.543 1.930 -7.163  C2 1.090
12 H -2.547 2.005 -9.489  C3 1.090
13 H -3.529 3.130 -8.609  C3 1.090
14 C -1.518 -8.642 0.832  C15 1.607, H21 1.090, H22 1.090, H23 1.090
15 C -0.155 -8.579 1.681  C14 1.607, C16 1.491, O20 1.460, H24 1.090
16 C -0.112 -9.733 2.623  C15 1.491, O17 1.432, H25 1.090, H26 1.090
17 O 0.677 -10.709 1.932  C16 1.432, C18 1.335
18 C 1.495 -10.087 1.079  O17 1.335, O19 1.195, O20 1.301
19 O 2.487 -10.546 0.596  C18 1.195
20 O 1.020 -8.894 0.874  C15 1.460, C18 1.301
21 H -2.279 -8.977 1.536  C14 1.090
22 H -1.440 -9.417 0.070  C14 1.090
23 H -1.687 -7.730 0.258  C14 1.090
24 H 0.056 -7.630 2.174  C15 1.090
25 H -1.106 -10.174 2.694  C16 1.090
26 H 0.383 -9.623 3.588  C16 1.090
27 C 3.258 5.565 -7.875  C28 1.492, H34 1.090, H35 1.090, H36 1.090
28 C 2.489 6.841 -7.960  C27 1.492, C29 1.631, O33 1.473, H37 1.090
29 C 1.289 6.954 -9.059  C28 1.631, O30 1.463, H38 1.090, H39 1.090
30 O 0.099 6.644 -8.266  C29 1.463, C31 1.355
31 C 0.415 6.432 -6.966  O30 1.355, O32 1.225, O33 1.284
32 O -0.446 6.046 -6.185  C31 1.225
33 O 1.625 6.815 -6.768  C28 1.473, C31 1.284
34 H 4.092 5.535 -8.575  C27 1.090
35 H 2.587 4.775 -8.213  C27 1.090
36 H 3.694 5.253 -6.926  C27 1.090
37 H 3.125 7.719 -8.070  C28 1.090
38 H 1.420 6.236 -9.868  C29 1.090
39 H 1.184 8.003 -9.338  C29 1.090
40 C 3.220 6.189 -0.933  C41 1.583, H47 1.090, H48 1.090, H49 1.090
41 C 4.779 6.346 -1.156  C40 1.583, C42 1.544, O46 1.396, H50 1.090
42 C 5.116 7.542 -2.072  C41 1.544, O43 1.390, H51 1.090, H52 1.090
43 O 5.975 8.262 -1.249  C42 1.390, C44 1.344
44 C 6.063 7.768 -0.001  O43 1.344, O45 1.213, O46 1.344
45 O 6.389 8.445 0.951  C44 1.213
46 O 5.323 6.651 0.094  C41 1.396, C44 1.344
47 H 2.720 5.348 -0.453  C40 1.090
48 H 2.831 6.015 -1.937  C40 1.090
49 H 2.797 7.061 -0.435  C40 1.090
50 H 5.272 5.445 -1.521  C41 1.090
51 H 4.217 8.052 -2.417  C42 1.090
52 H 5.548 7.185 -3.007  C42 1.090
53 C -0.662 -1.875 0.191  C54 1.557, H60 1.090, H61 1.090, H62 1.090
54 C 0.663 -1.058 0.172  C53 1.557, C55 1.501, O59 1.470, H63 1.090
55 C 1.917 -1.801 -0.184  C54 1.501, O56 1.378, H64 1.090, H65 1.090
56 O 2.444 -1.020 -1.189  C55 1.378, C57 1.369
57 C 1.556 -0.073 -1.623  O56 1.369, O58 1.193, O59 1.345
58 O 1.745 0.713 -2.501  C57 1.193
59 O 0.453 -0.026 -0.854  C54 1.470, C57 1.345
60 H -0.562 -2.713 0.880  C53 1.090
61 H -0.936 -2.213 -0.808  C53 1.090
62 H -1.251 -1.173 0.782  C53 1.090
63 H 0.890 -0.650 1.157  C54 1.090
64 H 1.681 -2.765 -0.635  C55 1.090
65 H 2.591 -2.042 0.638  C55 1.090
66 C -1.791 -3.891 10.911  C67 1.571, H73 1.090, H74 1.090, H75 1.090
67 C -1.118 -4.872 9.886  C66 1.571, C68 1.536, O72 1.420, H76 1.090
68 C -1.539 -6.348 9.814  C67 1.536, O69 1.439, H77 1.090, H78 1.090
69 O -1.879 -6.516 8.426  C68 1.439, C70 1.307
70 C -1.907 -5.355 7.826  O69 1.307, O71 1.211, O72 1.309
71 O -2.349 -5.174 6.713  C70 1.211
72 O -1.517 -4.385 8.614  C67 1.420, C70 1.309
73 H -1.041 -3.172 11.240  C66 1.090
74 H -1.944 -4.424 11.850  C66 1.090
75 H -2.691 -3.535 10.410  C66 1.090
76 H -0.039 -4.885 10.042  C67 1.090
77 H -2.371 -6.527 10.495  C68 1.090
78 H -0.579 -6.863 9.838  C68 1.090
79 C -0.467 0.813 7.122  C80 1.548, H86 1.090, H87 1.090, H88 1.090
80 C -1.607 0.686 6.083  C79 1.548, C81 1.576, O85 1.390, H89 1.090
81 C -3.071 0.779 6.660  C80 1.576, O82 1.374, H90 1.090, H91 1.090
82 O -3.542 1.984 6.196  C81 1.374, C83 1.344
83 C -2.679 2.473 5.288  O82 1.344, O84 1.270, O85 1.260
84 O -2.725 3.553 4.622  C83 1.270
85 O -1.655 1.746 5.185  C80 1.390, C83 1.260
86 H 0.488 0.412 6.784  C79 1.090
87 H -0.703 0.338 8.075  C79 1.090
88 H -0.180 1.844 7.328  C79 1.090
89 H -1.500 -0.293 5.617  C80 1.090
90 H -2.897 0.863 7.733  C81 1.090
91 H -3.705 -0.076 6.427  C81 1.090